Formula: C2HN2O6
Source: the OMol25 dataset
Level of theory: the ωB97M-V functional and the def2-TZVPD basis

Geometry as XYZ:
```
11
Properties=species:S:1:pos:R:3:mulliken_charge:R:1
C -0.5912 0.7265 2.1741 0.670
C 0.2537 -0.5842 0.7590 0.528
N -0.6341 0.1185 0.0945 -0.439
N 0.4527 -0.1945 -2.4334 0.622
O -0.9354 1.3951 3.1157 -0.624
O 0.2712 -1.1837 -3.1178 -0.539
O 0.9103 -1.4862 0.3122 -0.675
O -1.1196 1.0493 1.0075 -0.216
O 0.2657 -0.2987 2.0970 -0.278
O 1.2584 0.6851 -2.6716 -0.568
H -0.1317 -0.2273 -1.3373 0.518
```

Values from the calculation:
- F_max: 3.19 eV/A
- LUMO level: 0.1375 hartree
- Total charge: -1

---

Formula: C2HN2S3
Source: the OMol25 dataset
Level of theory: the ωB97M-V functional and the def2-TZVPD basis

Geometry as XYZ:
```
8
Properties=species:S:1:pos:R:3:mulliken_charge:R:1
S -2.8448 -0.6120 -1.1603 -0.284
N -1.6405 -0.8815 -0.2210 -0.164
N -1.0690 0.0054 0.4662 0.031
C 0.1302 0.4207 0.7488 -0.137
C 1.2932 0.1507 -0.1618 0.097
S 1.1314 -1.0697 -1.2656 -0.411
S 2.6643 1.0466 -0.1217 -0.422
H 0.3352 0.9398 1.7154 0.290
```

Values from the calculation:
- F_max: 2.53 eV/A
- Structure (SMILES): S=N/N=C\C(=S)[S-]
- LUMO level: 0.0964 hartree
- Total charge: -1

---

Formula: C2HN3O2
Source: the OMol25 dataset
Level of theory: the ωB97M-V functional and the def2-TZVPD basis

Geometry as XYZ:
```
8
Properties=species:S:1:pos:R:3:mulliken_charge:R:1
C -0.5556 -1.6988 -0.6698 -0.061
C -1.7748 1.1940 0.0047 0.711
N 0.4732 -1.6507 -0.1209 0.225
N 1.6645 -1.0828 0.2936 -0.275
N 1.4651 0.1219 0.1056 -0.151
O -1.6925 2.1138 -0.6675 -0.358
O -1.8765 0.2815 0.6895 -0.348
H 2.2967 0.7211 0.3649 0.256
```

Values from the calculation:
- F_max: 1.94 eV/A
- LUMO level: -0.0265 hartree
- Total charge: 0

---

Formula: C2HN3O2
Source: the OMol25 dataset
Level of theory: the ωB97M-V functional and the def2-TZVPD basis

Geometry as XYZ:
```
8
Properties=species:S:1:pos:R:3:mulliken_charge:R:1
O 2.2491 -0.1421 -0.2236 -0.531
C 0.9581 -0.1197 0.2185 0.623
C 0.2816 1.2867 0.2610 -0.108
N -0.9440 1.2147 -0.1656 -0.190
N -1.7191 0.0361 -0.0988 -0.085
N -1.2988 -1.0398 0.0134 0.136
O 0.1827 -1.1878 0.0757 -0.199
H 0.8406 2.1598 0.0636 0.354
```

Values from the calculation:
- F_max: 8.14 eV/A
- Structure (SMILES): O=c1cnnno1
- LUMO level: -0.0579 hartree
- Total charge: 0

---

Formula: C2HN3O3
Source: the OMol25 dataset
Level of theory: the ωB97M-V functional and the def2-TZVPD basis

Geometry as XYZ:
```
9
Properties=species:S:1:pos:R:3:mulliken_charge:R:1
O 2.3539 0.8740 -0.1495 -0.252
C 1.8481 -0.1643 -0.0986 0.105
O 0.6051 -0.8989 0.4902 -0.260
C -0.4727 -0.1802 0.2113 0.566
N -0.7011 1.1514 0.4447 -0.220
N -2.0724 1.1704 -0.0139 -0.168
N -2.5867 -0.0064 -0.1700 0.026
O -1.6201 -0.9919 -0.1233 -0.108
H 2.6458 -0.9541 -0.5910 0.312
```

Values from the calculation:
- F_max: 6.62 eV/A
- Structure (SMILES): O=COc1nnno1
- LUMO level: 0.0072 hartree
- Total charge: 0

---

Formula: C2HN3O4
Source: the OMol25 dataset
Level of theory: the ωB97M-V functional and the def2-TZVPD basis

Geometry as XYZ:
```
10
Properties=species:S:1:pos:R:3:mulliken_charge:R:1
O 0.0709 0.3199 -2.6904 -0.426
C 0.0486 0.6415 -1.5468 0.558
O 0.0510 1.9148 -1.2048 -0.482
N 0.1417 -0.1263 -0.2713 0.691
N 0.0113 -1.4382 -0.3751 -0.173
N -0.1965 -1.9393 0.7270 -0.302
C -0.2469 -0.8190 1.6803 0.450
O -0.5188 -0.9753 2.8470 -0.432
O 0.2412 0.3705 1.0262 -0.319
H 0.3974 2.0513 -0.1920 0.436
```

Values from the calculation:
- F_max: 4.30 eV/A
- Structure (SMILES): O=C(O)n1nnc(=O)o1
- LUMO level: -0.0302 hartree
- Total charge: 0

---

Formula: C2HN3OS
Source: the OMol25 dataset
Level of theory: the ωB97M-V functional and the def2-TZVPD basis

Geometry as XYZ:
```
8
Properties=species:S:1:pos:R:3:mulliken_charge:R:1
S -0.8915 -0.0484 -2.5348 -0.121
C 0.0411 -0.5196 -1.3060 -0.348
C -0.0848 -0.0393 0.0134 0.784
N -0.8440 0.8763 0.4879 -0.216
N -0.4450 1.0457 1.7560 -0.244
N 0.4908 0.3075 2.0638 0.006
O 0.7975 -0.4300 0.9450 -0.133
H 0.9359 -1.1923 -1.4253 0.271
```

Values from the calculation:
- F_max: 2.51 eV/A
- Structure (SMILES): S=Cc1nnno1
- LUMO level: -0.0750 hartree
- Total charge: 0

---

Formula: C2HN4O3
Source: the OMol25 dataset
Level of theory: the ωB97M-V functional and the def2-TZVPD basis

Geometry as XYZ:
```
10
Properties=species:S:1:pos:R:3:mulliken_charge:R:1
C 1.1934 0.7169 1.0527 0.448
C 0.2238 0.0506 0.3738 -0.509
N 1.9106 1.4179 1.6613 -0.624
N -1.1017 0.2648 0.7711 0.022
N -1.1230 -1.0066 1.5069 -0.155
N -2.0607 1.0557 0.1767 1.094
O -1.7097 1.9553 -0.5754 -0.647
O -1.3846 -1.9916 0.7745 -0.434
O -3.1917 0.8678 0.4795 -0.658
H 0.1992 -0.6543 -0.4481 0.464
```

Values from the calculation:
- F_max: 3.17 eV/A
- LUMO level (spin up / spin down): 0.1386 / 0.1391 hartree
- Total charge: -1

---

Formula: C2HN4O3
Source: the OMol25 dataset
Level of theory: the ωB97M-V functional and the def2-TZVPD basis

Geometry as XYZ:
```
10
Properties=species:S:1:pos:R:3:mulliken_charge:R:1
O 1.7616 -1.8175 1.8586 -0.083
C 1.4318 -0.8337 1.4481 0.689
N 1.5504 0.3549 1.1012 0.043
N 1.0064 1.1864 0.3617 -0.281
N -0.1512 0.9744 -0.2533 0.127
C -0.6826 -0.3220 -0.4491 0.676
O -0.4689 -1.2820 0.2380 -0.449
N -1.8316 -0.2028 -1.1761 0.132
O -2.0552 0.1187 -2.2792 -0.199
H -0.5607 1.8236 -0.8500 0.345
```

Values from the calculation:
- F_max: 3.19 eV/A
- Structure (SMILES): O=C=[N+]=NNC(=O)N=O
- LUMO level (spin up / spin down): -0.2787 / -0.2818 hartree
- Total charge: +1

---

Formula: C2HN4S
Source: the OMol25 dataset
Level of theory: the ωB97M-V functional and the def2-TZVPD basis

Geometry as XYZ:
```
8
Properties=species:S:1:pos:R:3:mulliken_charge:R:1
N -0.5087 -1.8775 -1.8085 -0.473
C -0.5830 -0.9854 -1.0729 0.086
C -0.7233 0.1792 -0.1675 0.062
S -1.7356 -0.5317 1.0826 -0.527
N 0.4577 1.0602 0.5902 -0.426
N 1.5155 0.6041 0.8703 0.646
N 2.5542 0.4656 1.3109 -0.572
H -0.9767 1.0855 -0.8051 0.203
```

Values from the calculation:
- F_max: 3.30 eV/A
- Structure (SMILES): N#C[C@@H]([S-])N=[N+]=[N-]
- LUMO level: 0.1505 hartree
- Total charge: -1

---

Formula: C2HN5O
Source: the OMol25 dataset
Level of theory: the ωB97M-V functional and the def2-TZVPD basis

Geometry as XYZ:
```
9
Properties=species:S:1:pos:R:3:mulliken_charge:R:1
O 1.4158 1.8486 0.2099 -0.391
C 1.0948 0.7378 -0.0110 0.642
N 1.1091 -0.2847 0.9126 -0.177
N -0.1145 -0.6253 1.2961 -0.064
C -1.3587 -0.5123 0.7183 -0.013
N -1.7508 -0.6972 -0.5381 -0.162
N -0.7008 -0.6401 -1.4503 -0.123
N 0.3684 0.0043 -1.2635 -0.139
H -2.1229 -0.4410 1.3801 0.427
```

Values from the calculation:
- F_max: 5.42 eV/A
- Structure (SMILES): O=c1nncnnn1
- LUMO level: -0.0905 hartree
- Total charge: 0

---

Formula: C2HN5S
Source: the OMol25 dataset
Level of theory: the ωB97M-V functional and the def2-TZVPD basis

Geometry as XYZ:
```
9
Properties=species:S:1:pos:R:3:mulliken_charge:R:1
S -2.0735 -1.3721 0.7501 -0.190
C -0.4938 -0.8302 0.8880 0.375
N 0.0857 0.3933 1.0669 -0.372
C 0.2350 1.2609 0.1223 0.192
N -0.2330 1.0373 -1.1518 -0.102
N 0.0921 -0.0682 -1.5858 -0.116
N 0.9834 -1.1432 -0.8841 -0.029
N 0.6061 -1.4994 0.2841 -0.091
H 0.7979 2.2216 0.5104 0.334
```

Values from the calculation:
- F_max: 4.76 eV/A
- Structure (SMILES): S=c1ncnnnn1
- LUMO level: -0.0447 hartree
- Total charge: 0